1.
ORCA calculation (wB97M-V/def2-TZVPD) on a molecular structure, C44H59EuFN2O3 in a non-equilibrium geometry.

Values from the calculation:
- Net charge: 0
- Spin multiplicity: 8
- ΔE to the lowest compared entry with this formula, charge and spin: 3.754 eV
- Frontier orbital gap (spin up / spin down): 4.17 / 4.23 eV
- HOMO (spin up / spin down): -4.2 / -4.2 eV

```
110
C44H59EuFN2O3 wB97M-V/def2-TZVPD
Eu 1.522 0.403 0.316
C 2.838 0.088 3.798
O 3.200 0.029 2.421
C 4.525 -0.425 2.217
C 5.079 0.146 0.925
O 4.152 -0.100 -0.122
C 4.726 0.042 -1.411
C 3.729 -0.393 -2.475
O 2.445 0.128 -2.182
C 1.620 0.284 -3.329
H 2.996 -0.879 4.283
H 1.778 0.339 3.845
H 3.428 0.853 4.309
H 4.533 -1.520 2.166
H 5.169 -0.107 3.042
H 6.035 -0.342 0.709
H 5.261 1.221 1.018
H 5.619 -0.587 -1.493
H 5.028 1.082 -1.572
H 3.676 -1.485 -2.525
H 4.077 -0.015 -3.441
H 2.043 1.029 -4.009
H 0.648 0.628 -2.978
H 1.502 -0.665 -3.860
C 2.819 3.080 -1.026
C 2.547 3.807 0.288
C 2.895 2.983 1.528
C 1.120 4.327 0.323
C 1.023 5.714 0.444
C -0.194 6.360 0.455
C -1.327 5.595 0.269
C -1.280 4.209 0.128
C -2.610 3.575 -0.248
C -2.482 2.947 -1.641
C -3.236 2.685 0.826
C -0.039 3.525 0.211
N 0.013 2.088 0.252
C -0.273 1.617 1.532
C -0.636 0.343 2.070
C -0.827 0.416 3.503
C -1.218 -0.630 4.286
C -1.472 -1.880 3.702
C -1.309 -2.009 2.340
C -0.881 -0.981 1.498
N -0.774 -1.218 0.037
C -0.760 -2.604 -0.395
C 0.096 -3.543 0.253
C -0.188 -4.901 0.176
C -1.222 -5.388 -0.600
C -1.833 -4.500 -1.454
C -1.594 -3.123 -1.425
C -2.117 -2.406 -2.679
C -1.110 -2.675 -3.810
C -3.530 -2.828 -3.112
C 1.474 -3.260 0.855
C 1.606 -2.646 2.251
C 2.298 -2.509 -0.187
H 3.879 2.835 -1.130
H 2.531 3.725 -1.856
H 2.218 2.175 -1.095
H 3.196 4.685 0.299
H 2.393 2.020 1.509
H 2.563 3.507 2.423
H 3.973 2.822 1.607
H 1.936 6.292 0.537
H -0.255 7.434 0.578
H -2.292 6.087 0.216
H -3.308 4.408 -0.370
H -1.836 2.071 -1.627
H -2.038 3.680 -2.319
H -3.465 2.682 -2.037
H -2.599 1.855 1.122
H -4.191 2.284 0.481
H -3.422 3.281 1.722
H -0.321 2.386 2.303
H -0.670 1.378 3.977
H -1.355 -0.478 5.350
H -1.801 -2.723 4.296
H -1.511 -2.984 1.920
H 0.437 -5.596 0.724
H -1.470 -6.442 -0.608
H -2.522 -4.887 -2.190
H -2.160 -1.335 -2.563
H -1.021 -3.746 -3.998
H -0.121 -2.293 -3.545
H -1.436 -2.185 -4.731
H -3.525 -3.748 -3.699
H -3.970 -2.051 -3.739
H -4.179 -2.965 -2.247
H 1.935 -4.246 0.936
H 1.388 -1.579 2.251
H 2.630 -2.799 2.606
H 0.933 -3.130 2.954
H 1.884 -1.514 -0.354
H 2.259 -3.045 -1.138
H 3.337 -2.425 0.127
F -7.321 -1.439 -0.562
C -5.988 -1.219 -0.577
C -5.471 -0.275 -1.443
C -4.105 -0.051 -1.440
C -3.246 -0.747 -0.592
C -1.769 -0.360 -0.638
C -3.802 -1.706 0.245
C -5.171 -1.944 0.262
H -6.136 0.271 -2.100
H -3.695 0.680 -2.123
H -1.693 0.620 -0.181
H -1.448 -0.212 -1.671
H -3.184 -2.291 0.900
H -5.602 -2.684 0.924
```

Here are the Löwdin charges for atoms 1 to 6, given in e:
1 Eu 1.599
2 C -0.063
3 O -0.315
4 C -0.182
5 C -0.168
6 O -0.236

---

2.
ORCA calculation (wB97M-V/def2-TZVPD) on a molecular structure, C54H71BrIN6O2Y in a non-equilibrium geometry.

Values from the calculation:
- Net charge: 0
- ΔE to the lowest compared entry with this formula, charge and spin: 0.268 eV
- Frontier orbital gap: 5.75 eV
- HOMO: -5.4 eV

```
136
C54H71BrIN6O2Y wB97M-V/def2-TZVPD
Y -0.795 -0.335 -0.056
C -5.029 1.071 -1.472
C -4.426 -0.271 -1.887
N -3.449 -0.846 -0.947
C -4.004 -1.614 0.167
C -4.045 -0.818 1.478
N -2.855 0.031 1.669
C -3.212 1.460 1.832
C -2.108 2.249 2.536
C -1.282 3.117 1.596
N -0.672 2.369 0.476
C -0.658 3.146 -0.784
C -2.066 3.397 -1.317
N -2.815 2.157 -1.333
C -4.173 2.286 -1.832
H -5.211 1.061 -0.396
H -5.995 1.188 -1.969
H -3.921 -0.150 -2.851
H -5.246 -0.983 -2.046
H -2.897 -1.483 -1.514
H -3.372 -2.497 0.314
H -5.018 -1.970 -0.050
H -4.135 -1.527 2.304
H -4.940 -0.193 1.488
H -2.418 -0.247 2.542
H -4.136 1.539 2.417
H -3.390 1.865 0.838
H -1.443 1.571 3.066
H -2.552 2.902 3.291
H -0.513 3.622 2.188
H -1.929 3.891 1.188
H 0.298 2.189 0.732
H -0.108 2.567 -1.532
H -0.151 4.109 -0.653
H -1.987 3.871 -2.305
H -2.601 4.111 -0.684
H -2.309 1.476 -1.894
H -4.197 2.457 -2.920
H -4.624 3.165 -1.361
C 2.652 1.185 -3.168
C 2.667 0.191 -2.006
C 4.020 0.225 -1.286
C 2.339 -1.230 -2.439
C 2.900 -1.735 -3.603
C 2.676 -3.047 -3.985
C 1.882 -3.859 -3.196
C 1.315 -3.414 -2.003
C 0.526 -4.485 -1.235
C -0.560 -4.039 -0.249
C 1.466 -5.461 -0.512
C 1.547 -2.077 -1.627
N 1.046 -1.558 -0.409
C 1.832 -1.827 0.688
C 1.486 -1.343 1.933
N 0.380 -0.521 2.100
C 0.449 0.261 3.272
C -0.349 -0.056 4.396
C -0.296 0.759 5.520
C 0.528 1.870 5.559
C 1.336 2.162 4.472
C 1.322 1.374 3.327
C 2.255 1.727 2.177
C 2.211 3.218 1.805
C 3.714 1.371 2.495
C -1.226 -1.298 4.414
C -0.580 -2.428 5.226
C -2.626 -1.008 4.980
C 2.461 -1.836 2.920
C 2.663 -1.720 4.276
C 3.768 -2.383 4.868
C 4.678 -3.107 4.146
C 4.526 -3.211 2.737
C 5.409 -3.855 1.829
C 5.150 -3.796 0.486
C 4.008 -3.149 -0.052
C 3.098 -2.573 0.804
C 3.413 -2.594 2.188
H 2.751 2.206 -2.789
H 1.711 1.118 -3.711
H 3.475 1.011 -3.864
H 1.902 0.505 -1.292
H 4.809 -0.144 -1.945
H 4.002 -0.403 -0.395
H 4.272 1.247 -0.988
H 3.538 -1.106 -4.214
H 3.122 -3.440 -4.891
H 1.713 -4.887 -3.502
H 0.017 -5.059 -2.017
H -0.128 -3.584 0.643
H -1.128 -4.921 0.060
H -1.246 -3.342 -0.727
H 1.903 -4.992 0.367
H 2.281 -5.785 -1.161
H 0.907 -6.342 -0.189
H -0.901 0.519 6.388
H 0.552 2.498 6.441
H 2.000 3.017 4.523
H 1.955 1.139 1.302
H 2.770 3.816 2.526
H 1.196 3.617 1.763
H 2.678 3.363 0.828
H 4.037 1.876 3.409
H 4.361 1.696 1.676
H 3.848 0.303 2.634
H -1.304 -1.659 3.386
H -0.322 -2.080 6.229
H 0.327 -2.785 4.742
H -1.274 -3.267 5.319
H -2.599 -0.982 6.071
H -3.324 -1.795 4.689
H -3.018 -0.045 4.641
H 2.025 -1.113 4.905
H 3.898 -2.292 5.941
H 5.517 -3.585 4.638
H 6.283 -4.373 2.205
H 5.838 -4.267 -0.207
H 3.879 -3.133 -1.126
C -0.506 -1.246 -4.388
C -0.788 -0.896 -2.951
O -1.249 -1.782 -2.194
O -0.590 0.288 -2.515
H -1.419 -1.095 -4.968
H -0.217 -2.293 -4.443
H 0.281 -0.622 -4.803
Br -3.862 2.155 -6.940
C -2.927 3.782 -6.661
C -3.328 4.895 -7.384
C -2.690 6.109 -7.191
C -1.645 6.207 -6.285
C -1.243 5.090 -5.572
C -1.879 3.866 -5.749
I -1.240 2.234 -4.595
H -4.140 4.804 -8.093
H -3.011 6.979 -7.748
H -1.147 7.154 -6.131
H -0.426 5.156 -4.864
```

Here are the Löwdin charges for atoms 1 to 6, given in e:
1 Y 1.670
2 C -0.161
3 C -0.189
4 N -0.103
5 C -0.192
6 C -0.188

---

3.
ORCA calculation (wB97M-V/def2-TZVPD) on a molecular structure, C10H14BClCuN6 in a non-equilibrium geometry.

Values from the calculation:
- Net charge: 0
- Spin multiplicity: 2
- ΔE to the lowest compared entry with this formula, charge and spin: 0.000 eV
- Frontier orbital gap (spin up / spin down): 9.74 / 8.08 eV
- HOMO (spin up / spin down): -9.1 / -9.0 eV

```
33
C10H14BClCuN6 wB97M-V/def2-TZVPD
H 2.906 -1.762 -1.636
N 1.141 -0.673 -1.253
B -0.916 0.791 -1.381
N 0.236 -0.003 -2.052
C 0.602 -0.132 -3.342
Cu 0.886 -0.832 0.803
H 0.008 0.348 -4.111
C 1.766 -0.887 -3.385
H 2.322 -1.165 -4.257
C 2.080 -1.198 -2.049
H -1.553 1.438 -2.154
C 1.277 -0.871 3.402
H 2.233 -1.402 3.408
H 0.462 -1.556 3.658
H 1.302 -0.026 4.107
N -0.207 1.664 -0.295
N -1.746 -0.262 -0.612
N 0.569 1.062 0.684
N -1.171 -0.966 0.424
C -0.181 2.998 -0.114
C -3.043 -0.617 -0.734
H -0.736 3.619 -0.804
H -3.651 -0.168 -1.500
C 0.598 3.270 1.000
C -3.323 -1.544 0.267
C 1.049 2.041 1.485
C -2.120 -1.729 0.973
H 0.814 4.240 1.414
H -4.269 -2.004 0.462
H 1.656 1.799 2.351
H -1.911 -2.356 1.830
H 1.084 -0.396 2.371
Cl 1.835 -2.721 1.039
```

Here are the natural (NBO) charges for atoms 1 to 6, given in e:
1 H 0.236
2 N -0.384
3 B 0.550
4 N -0.331
5 C 0.000
6 Cu 1.343

---

4.
ORCA calculation (wB97M-V/def2-TZVPD) on 11 unconnected molecules or ions with the total composition C44H85NO20S10 in a non-equilibrium geometry.

Values from the calculation:
- Net charge: 0
- ΔE to the lowest compared entry with this formula, charge and spin: 5.258 eV
- Frontier orbital gap: 8.55 eV
- HOMO: -8.6 eV

```
160
C44H85NO20S10 wB97M-V/def2-TZVPD
C -16.995 2.681 6.537
C -15.564 2.322 6.820
C -14.684 2.443 5.567
S -15.449 3.912 4.813
O -15.475 3.819 3.384
O -14.865 5.039 5.494
C -17.176 3.813 5.519
H -17.424 2.918 7.511
H -17.593 1.854 6.155
H -15.435 1.334 7.262
H -15.072 3.042 7.475
H -14.924 1.605 4.912
H -13.629 2.618 5.774
H -17.808 3.275 4.813
H -17.404 4.803 5.914
C -7.634 8.908 11.889
C -7.543 7.410 12.166
C -7.263 6.734 10.890
S -7.987 7.734 9.461
O -9.139 6.913 9.042
O -6.832 8.105 8.530
C -8.514 9.068 10.678
H -6.667 9.344 11.641
H -7.944 9.520 12.736
H -8.439 7.054 12.675
H -6.715 7.184 12.838
H -7.878 5.840 10.789
H -6.207 6.498 10.753
H -9.569 8.809 10.767
H -8.434 10.077 10.271
C -13.953 8.503 5.117
C -12.718 9.410 5.083
C -12.866 10.551 6.191
S -14.632 11.069 5.900
O -14.810 11.807 4.643
O -15.235 11.554 7.157
C -15.193 9.243 5.693
H -13.778 7.633 5.749
H -14.089 8.118 4.107
H -12.539 9.861 4.108
H -11.828 8.783 5.140
H -12.124 11.347 6.127
H -12.872 10.021 7.144
H -16.233 9.139 5.387
H -15.454 8.903 6.696
C -11.325 0.317 7.585
C -10.311 0.419 6.418
C -10.516 -0.760 5.447
S -12.226 -1.419 5.716
O -12.273 -2.815 5.471
O -12.988 -0.506 4.830
C -12.236 -0.885 7.440
H -12.032 1.146 7.553
H -10.804 0.186 8.534
H -9.252 0.579 6.620
H -10.645 1.284 5.844
H -9.908 -1.564 5.862
H -10.145 -0.458 4.468
H -11.718 -1.610 8.068
H -13.258 -0.792 7.808
C -6.085 -0.749 4.349
C -6.097 -0.129 3.006
C -6.901 1.141 2.969
S -6.601 1.955 4.686
O -7.891 2.621 4.864
O -5.409 2.749 4.526
C -6.240 0.269 5.594
H -5.208 -1.390 4.426
H -6.864 -1.510 4.399
H -6.504 -0.884 2.333
H -5.079 -0.016 2.631
H -7.896 0.695 2.962
H -6.909 1.996 2.293
H -7.086 -0.010 6.221
H -5.368 0.642 6.132
C -11.354 5.413 6.831
C -9.973 4.665 7.086
C -10.077 3.900 8.416
S -11.668 4.243 9.254
O -11.410 4.847 10.581
O -12.661 3.229 8.980
C -12.117 5.714 8.123
H -12.063 4.824 6.250
H -11.251 6.383 6.345
H -9.132 5.355 7.017
H -9.863 4.058 6.188
H -9.403 4.331 9.156
H -9.710 2.885 8.268
H -11.519 6.487 8.606
H -13.191 5.805 8.284
C -9.773 3.923 1.271
C -10.645 3.577 2.481
C -10.634 4.858 3.373
S -10.471 6.303 2.161
O -9.171 7.009 2.329
O -11.725 7.019 2.179
C -10.291 5.256 0.707
H -9.840 3.119 0.537
H -8.743 3.994 1.618
H -10.402 2.659 3.016
H -11.706 3.602 2.233
H -9.757 4.916 4.018
H -11.493 4.955 4.038
H -9.791 5.752 -0.125
H -11.334 5.054 0.465
C -2.886 4.711 8.612
C -3.339 4.805 10.066
C -4.032 3.439 10.340
S -5.162 3.108 8.875
O -6.501 3.666 9.177
O -5.035 1.700 8.525
C -4.174 4.286 7.736
H -2.243 3.853 8.422
H -2.660 5.683 8.173
H -4.023 5.643 10.201
H -2.486 5.031 10.707
H -4.603 3.327 11.262
H -3.283 2.647 10.357
H -4.952 5.004 7.477
H -4.040 3.807 6.766
C -10.302 3.542 14.524
C -11.624 3.525 13.725
C -12.722 4.382 14.420
S -12.300 4.224 16.245
O -13.219 3.255 16.800
O -12.041 5.495 16.845
C -10.637 3.438 16.005
H -9.823 4.476 14.230
H -9.746 2.734 14.049
H -11.897 2.474 13.632
H -11.299 3.968 12.784
H -13.796 4.211 14.349
H -12.410 5.398 14.181
H -10.962 2.404 16.128
H -9.862 3.806 16.678
C -15.321 5.946 12.384
C -16.731 5.405 11.783
C -16.983 6.090 10.435
S -15.987 7.728 10.364
O -16.878 8.819 10.559
O -15.070 7.586 9.212
C -15.023 7.377 11.906
H -14.461 5.383 12.023
H -15.380 5.893 13.471
H -17.464 5.624 12.559
H -16.580 4.326 11.804
H -17.941 6.267 9.947
H -16.428 5.587 9.644
H -15.472 8.044 12.641
H -14.010 7.739 11.731
N -8.060 -0.635 10.801
C -7.982 0.789 10.850
C -9.132 1.364 11.219
C -9.951 0.342 11.502
C -9.357 -0.891 11.181
H -7.356 -1.280 10.471
H -7.122 1.283 10.423
H -9.235 2.436 11.295
H -10.951 0.352 11.911
H -9.684 -1.870 11.498
```

Here are the Löwdin charges for atoms 1 to 6, given in e:
1 C -0.242
2 C -0.240
3 C -0.204
4 S 0.671
5 O -0.322
6 O -0.338